Below is 12 unconnected molecules or ions with the total composition C66H104N10O14 at a distorted geometry, with properties calculated with wB97M-V/def2-TZVPD.

Element x y z (Å)
1 O 6.54 2.68 0.30
2 O -0.15 4.45 -0.75
3 O -2.43 -4.21 -2.27
4 O 4.38 -0.56 -6.43
5 O -1.95 -2.60 3.06
6 O -3.54 -5.23 -0.64
7 O 1.35 -2.85 -4.65
8 O 1.84 2.36 3.76
9 O 1.83 4.03 5.21
10 O -0.87 -0.37 7.42
11 O 0.60 3.45 -2.60
12 O -1.31 -0.84 4.26
13 O 2.71 -4.55 -5.08
14 O 2.76 0.86 -7.15
15 N 3.12 -0.79 4.14
16 N 5.71 1.87 -0.55
17 N -0.80 0.92 0.75
18 N -0.25 -0.18 -1.14
19 N -6.67 -2.47 2.42
20 N -2.12 -1.60 -6.71
21 N 1.16 -4.69 -1.43
22 N -1.09 4.31 -10.53
23 N -1.15 0.89 7.83
24 N -7.83 -3.93 3.70
25 C -2.57 -2.41 5.46
26 C -4.81 -0.88 2.54
27 C -0.05 0.40 10.19
28 C 0.15 -0.33 -2.56
29 C 4.08 -0.33 -1.36
30 C -1.90 -1.94 4.16
31 C -4.49 -3.26 -1.43
32 C -1.10 5.06 -2.88
33 C -6.15 -3.74 2.23
34 C -2.29 3.20 -8.76
35 C -2.37 3.20 7.63
36 C -1.16 2.06 5.60
37 C 0.32 -4.60 -0.32
38 C 2.99 4.38 3.10
39 C -6.85 -4.71 2.96
40 C 2.71 -3.45 -0.25
41 C -0.94 -0.93 -6.56
42 C -3.41 1.23 6.69
43 C 7.66 1.11 -1.78
44 C 5.49 -0.36 -1.81
45 C -0.17 1.41 8.93
46 C 3.83 1.58 1.15
47 C 3.96 3.53 -0.66
48 C -8.76 -4.34 4.72
49 C -1.09 3.85 8.21
50 C 1.94 -3.64 -5.45
51 C 2.18 3.49 4.11
52 C 4.04 -1.49 3.43
53 C 6.42 0.63 -1.06
54 C -0.03 0.98 -0.38
55 C -1.11 -0.94 -0.43
56 C 1.17 1.38 8.28
57 C -1.55 2.01 -8.98
58 C 2.33 -2.42 2.08
59 C -3.36 -4.36 -1.47
60 C 6.81 -0.30 0.14
61 C -2.33 -2.77 -5.90
62 C -2.05 4.35 -9.57
63 C 2.73 0.09 -4.93
64 C 4.21 1.96 -0.34
65 C -2.92 0.02 -8.24
66 C -0.75 0.48 -3.41
67 C 3.42 1.04 -1.37
68 C -1.72 0.74 -8.18
69 C -7.74 -2.60 3.27
70 C 0.71 -5.36 -2.71
71 C -3.02 -1.26 -7.62
72 C -0.58 2.01 -9.96
73 C 3.50 0.15 5.21
74 C -0.59 2.92 9.33
75 C 0.60 -3.93 0.86
76 C 2.34 -4.13 -1.41
77 C 1.38 -1.74 2.83
78 C -2.03 1.89 6.89
79 C -0.68 0.22 -7.37
80 C 1.99 -3.32 -6.99
81 C 1.87 -3.33 0.91
82 C 3.31 0.12 -6.31
83 C -0.14 4.32 -1.99
84 C -0.36 3.16 -10.73
85 C -0.68 5.55 -11.24
86 C -0.71 1.91 1.79
87 C 1.81 -0.92 3.87
88 C -6.12 -1.17 1.89
89 C 3.66 -2.35 2.37
90 C -1.40 -0.27 0.78
91 H 1.49 0.36 8.10
92 H 1.65 -0.03 -4.87
93 H -0.66 1.37 2.73
94 H 1.13 -0.14 4.19
95 H -8.53 -5.38 4.95
96 H -1.14 1.32 -2.84
97 H -0.05 -6.10 -2.45
98 H 4.36 4.17 0.12
99 H 3.01 -4.22 -2.25
100 H -0.50 2.92 5.62
101 H -1.57 -0.16 -3.74
102 H -0.79 6.09 -3.06
103 H 0.14 5.84 -10.58
104 H -0.97 0.51 10.78
105 H -1.44 6.31 -11.42
106 H 1.54 -5.91 -3.17
107 H 0.30 3.18 -11.58
108 H 2.75 0.23 6.00
109 H -3.71 0.35 -8.89
110 H -1.40 2.73 10.04
111 H -5.23 -3.88 1.68
112 H 1.18 -2.77 -7.45
113 H -8.28 -1.73 3.60
114 H 7.49 1.49 -2.78
115 H -1.36 -1.91 -0.82
116 H 0.28 0.68 -7.19
117 H 0.84 0.74 10.71
118 H 1.22 2.03 7.41
119 H -1.97 5.15 -2.24
120 H 5.95 -0.65 0.70
121 H -1.42 4.85 8.50
122 H 2.40 1.01 -0.99
123 H -2.63 -1.77 6.35
124 H -1.40 2.73 1.60
125 H 3.33 1.46 -2.37
126 H -4.50 0.14 2.29
127 H 0.13 -0.57 9.73
128 H -2.92 3.35 -7.89
129 H -6.73 -5.76 3.21
130 H 0.23 2.44 1.64
131 H 4.41 2.03 1.96
132 H -4.77 -0.98 3.63
133 H -9.76 -4.34 4.29
134 H 5.08 -1.37 3.71
135 H 8.37 0.29 -1.81
136 H 7.46 0.08 0.92
137 H 5.91 -1.36 -1.88
138 H -0.03 3.44 10.10
139 H 3.96 -0.66 -0.34
140 H 0.07 -1.34 -2.96
141 H 4.34 -0.35 5.70
142 H -4.19 -2.48 -0.73
143 H 2.04 -4.26 -7.54
144 H -3.90 1.09 7.65
145 H -0.67 -5.01 -0.44
146 H -1.91 2.25 4.83
147 H -6.75 -0.40 2.33
148 H 1.87 1.78 9.01
149 H -0.42 1.31 5.33
150 H -2.06 -3.33 5.76
151 H -1.94 -0.58 1.66
152 H -0.01 1.10 -10.11
153 H -4.02 1.81 6.00
154 H -0.28 5.34 -12.23
155 H 3.53 -1.03 -1.99
156 H -2.17 -3.62 -6.57
157 H 3.75 -3.18 -0.32
158 H -3.79 -2.00 -7.76
159 H 3.98 0.52 1.36
160 H 0.58 1.85 -0.57
161 H 1.23 -0.23 -2.66
162 H 8.22 1.86 -1.22
163 H -2.55 5.30 -9.43
164 H 3.78 1.08 4.70
165 H -0.16 0.84 -4.26
166 H 4.31 3.80 -1.65
167 H 0.33 -4.53 -3.30
168 H -6.18 -1.07 0.80
169 H 7.35 -1.14 -0.29
170 H -3.64 -2.59 5.33
171 H 2.86 1.13 -4.66
172 H -5.44 -3.61 -1.01
173 H -0.07 -3.89 1.71
174 H 4.38 -2.91 1.79
175 H -0.30 -1.34 -5.80
176 H 3.21 -0.45 -4.12
177 H -3.25 0.31 6.14
178 H 2.31 5.22 2.96
179 H 3.09 3.94 2.11
180 H 2.87 3.62 -0.65
181 H -4.66 -2.91 -2.45
182 H 5.47 -0.10 -2.87
183 H 2.76 1.76 1.25
184 H -2.92 3.99 7.11
185 H 0.38 -1.49 2.52
186 H 2.87 -2.68 -7.08
187 H -3.13 3.03 8.39
188 H -3.35 -2.89 -5.54
189 H -8.56 -3.78 5.63
190 H -0.35 4.04 7.43
191 H -4.04 -1.52 2.10
192 H 3.98 4.79 3.30
193 H -1.49 4.52 -3.74
194 H -1.69 -2.95 -5.04

Results
2S+1: 2
E_LUMO, eV: -5.44
Calculated total energy, Eh: -4177.3925
Max |F|, hartree/bohr: 0.1715
Gap between HOMO and LUMO, eV: 1.75
Net charge: +1

=====

Below is 12 unconnected molecules or ions with the total composition C66H104N10O14 at a distorted geometry, with properties calculated with wB97M-V/def2-TZVPD.

Element x y z (Å)
1 O 5.25 -3.75 -6.68
2 O -7.33 -6.43 -3.95
3 O 3.09 -3.35 -6.37
4 O -2.66 -0.72 3.19
5 O -5.54 -6.00 -5.27
6 O 3.92 4.83 -0.49
7 O -2.80 1.21 -9.59
8 O 4.52 6.96 -0.58
9 O 1.19 -0.25 0.47
10 O 6.77 -8.15 7.49
11 O -4.53 -0.62 1.92
12 O -1.18 -0.15 -10.11
13 O 4.87 0.60 4.92
14 O 4.71 -1.47 4.02
15 N 8.50 1.76 -0.26
16 N 4.29 6.76 5.53
17 N 6.03 -7.14 8.18
18 N 0.15 -0.73 -0.35
19 N -8.22 -0.17 -5.66
20 N -7.89 1.16 -7.44
21 N -8.33 4.95 0.58
22 N -14.57 4.56 -2.72
23 N 2.13 6.46 4.93
24 N 9.62 -2.82 -5.43
25 C 3.16 6.23 -2.32
26 C -1.11 1.07 -8.03
27 C -14.25 3.70 -1.68
28 C 9.80 -1.54 -5.63
29 C 0.30 4.66 4.76
30 C -7.62 -0.83 -3.26
31 C -7.14 0.04 -7.64
32 C -10.19 3.65 -0.09
33 C -15.95 4.72 -3.11
34 C 0.31 -2.26 -0.60
35 C -12.05 4.56 -1.54
36 C -9.01 3.76 0.57
37 C 4.30 -3.01 -6.28
38 C 4.69 -1.55 -5.93
39 C 9.19 -1.09 -3.33
40 C 9.83 -3.75 -6.60
41 C 8.95 -0.15 -2.18
42 C 3.48 7.29 6.51
43 C 3.94 5.98 -1.04
44 C 2.11 7.15 6.16
45 C 0.93 0.30 -2.62
46 C -3.71 -1.23 2.72
47 C 8.30 2.80 0.73
48 C -1.70 0.66 -9.36
49 C 0.41 -2.95 0.79
50 C -4.24 -2.56 3.24
51 C 4.39 -0.57 4.87
52 C -13.57 5.29 -3.33
53 C -0.62 1.44 -1.02
54 C -10.79 4.72 -0.78
55 C 3.91 -5.87 8.62
56 C 1.58 -2.64 -1.38
57 C -5.28 -6.29 -2.92
58 C 9.83 0.94 -1.96
59 C -1.51 -0.53 -2.18
60 C 5.97 -5.22 9.95
61 C 7.84 -0.22 -1.29
62 C 0.93 5.94 4.16
63 C 9.26 -3.36 -4.26
64 C 4.67 -6.82 7.56
65 C 6.90 -6.08 8.98
66 C -8.48 1.09 -6.14
67 C 4.91 -6.15 6.17
68 C -7.31 -0.79 -6.53
69 C -6.06 -6.27 -4.17
70 C 9.62 1.92 -0.99
71 C 7.85 -6.84 9.86
72 C 4.70 -4.72 9.30
73 C 5.72 6.80 5.53
74 C 9.68 -0.66 -4.54
75 C -7.09 5.03 1.42
76 C 3.09 -0.86 5.69
77 C 3.78 -8.07 7.49
78 C 3.45 6.23 4.56
79 C 7.70 0.67 -0.31
80 C 7.57 -5.08 7.95
81 C -13.03 3.75 -1.06
82 C -8.87 6.04 -0.03
83 C -1.02 -2.73 -1.26
84 C -0.24 0.16 -1.55
85 C -8.69 -0.71 -4.40
86 C -12.27 5.32 -2.74
87 C -10.14 5.96 -0.70
88 C -7.98 2.33 -8.29
89 C -1.34 -2.00 -2.53
90 C 8.92 -2.50 -3.18
91 H 8.47 -2.93 -2.30
92 H -6.29 4.38 1.06
93 H 8.20 -6.34 10.77
94 H 10.86 -4.09 -6.66
95 H -12.85 3.18 -0.16
96 H 1.18 7.38 6.66
97 H 2.82 -7.87 7.02
98 H -6.59 -1.05 -3.53
99 H 0.95 -0.54 -3.32
100 H 9.74 0.40 -4.72
101 H 1.89 0.59 -2.20
102 H 6.02 7.25 4.59
103 H -1.84 -2.78 -0.55
104 H -3.80 -2.76 4.22
105 H 9.14 -4.58 -6.47
106 H 2.31 6.89 -2.16
107 H -0.62 2.03 -8.16
108 H -15.15 3.21 -1.33
109 H 0.38 -4.04 0.70
110 H 2.85 5.37 -2.92
111 H 6.03 5.78 5.74
112 H -1.45 1.37 -0.32
113 H -13.91 5.78 -4.23
114 H 8.21 -5.64 7.27
115 H 8.10 -4.34 8.54
116 H -2.19 -2.46 -3.03
117 H 2.24 -0.21 5.49
118 H 3.49 -8.56 8.42
119 H 4.00 -0.86 -6.41
120 H 4.17 -4.29 10.15
121 H -9.09 1.76 -5.55
122 H -8.31 6.95 0.05
123 H -0.89 2.06 -1.88
124 H -1.73 -0.02 -3.12
125 H 2.80 -1.90 5.59
126 H 0.71 1.16 -3.26
127 H -7.40 2.12 -9.19
128 H -5.31 -2.36 3.32
129 H -0.45 -2.71 1.40
130 H -11.55 6.01 -3.16
131 H 6.78 -4.59 7.39
132 H -16.23 3.79 -3.61
133 H 3.19 -0.59 6.74
134 H 1.40 -2.21 -2.37
135 H 2.54 -2.27 -1.02
136 H -9.53 -0.14 -4.00
137 H 5.68 -1.36 -6.36
138 H -4.19 -6.26 -3.00
139 H 4.80 -1.53 -4.85
140 H 5.70 -5.76 10.86
141 H 3.11 -5.42 8.05
142 H -3.90 -3.40 2.64
143 H -0.87 -3.78 -1.50
144 H 6.79 0.85 0.24
145 H -0.32 0.44 -7.62
146 H 3.83 5.75 3.67
147 H -6.77 -0.11 -8.65
148 H 3.93 6.73 -2.90
149 H 8.21 3.76 0.21
150 H -0.55 4.35 4.16
151 H 5.55 -6.67 5.46
152 H 7.47 2.51 1.37
153 H -8.94 2.82 -8.46
154 H 0.98 3.81 4.78
155 H -10.58 2.65 -0.09
156 H 6.58 -4.35 10.18
157 H 9.07 -4.42 -4.31
158 H 10.20 2.81 -0.80
159 H 7.52 -7.82 10.19
160 H 9.13 2.92 1.43
161 H -7.49 0.13 -2.77
162 H 1.32 -2.66 1.31
163 H 4.21 -8.87 6.88
164 H -0.20 4.75 5.73
165 H 8.81 -6.98 9.38
166 H -1.95 1.27 -7.36
167 H 0.17 6.72 4.16
168 H 0.07 2.11 -0.51
169 H -5.62 -5.40 -2.39
170 H 5.18 -5.10 6.32
171 H 1.69 -3.72 -1.43
172 H -16.58 5.01 -2.26
173 H 4.95 -3.93 8.59
174 H -16.10 5.56 -3.79
175 H -5.57 -7.11 -2.26
176 H -7.43 4.77 2.43
177 H -8.48 2.96 1.07
178 H -6.65 6.02 1.37
179 H -9.04 -1.71 -4.66
180 H 7.08 -0.97 -1.48
181 H 3.98 7.80 7.33
182 H -7.41 3.05 -7.70
183 H -2.34 -0.30 -1.52
184 H 10.09 -1.17 -6.60
185 H -0.53 -2.17 -3.23
186 H 6.10 7.56 6.22
187 H 3.37 -6.48 9.35
188 H 1.29 5.73 3.15
189 H 10.63 1.19 -2.65
190 H 9.48 -3.26 -7.51
191 H -6.92 -1.78 -6.31
192 H -10.50 6.79 -1.30
193 H -8.05 -1.44 -2.46
194 H 4.02 -6.04 5.54

Results
2S+1: 1
E_LUMO, eV: -7.28
Calculated total energy, Eh: -4176.6845
Max |F|, hartree/bohr: 0.1849
Gap between HOMO and LUMO, eV: 0.78
Net charge: +2